102
Properties=species:S:1:pos:R:3 method="wB97M-V/def2-TZVPD" e_tot_ev=-149644.7040 e_above_lowest_kj_mol=35.0 gap_ev=4.3 max_force_ev_per_a=2.57 total_charge=-1
Cs 0.8615 -1.3812 -0.0563
S -3.8398 1.1772 -2.0936
C -5.0991 0.7656 -0.9219
C -6.4217 0.9902 -1.2923
C -7.4556 0.7385 -0.4101
C -7.1769 0.2333 0.8506
C -5.8649 -0.0133 1.2177
C -4.8116 0.2439 0.3457
S -3.1587 -0.1385 0.9130
C -3.1805 -1.9352 0.5762
C -3.1052 -2.2103 -0.8947
C -4.1727 -2.8021 -1.5547
C -4.0586 -3.0200 -2.9209
C -2.9102 -2.6171 -3.5699
C -1.8893 -2.0083 -2.8300
C -0.6374 -1.6072 -3.5469
S 0.3215 -0.2483 -2.7980
C 2.0193 -0.9131 -3.0747
C 2.2799 -0.8194 -4.5505
C 3.2488 0.0166 -4.8813
C 5.3726 0.1715 -3.4560
C 5.3534 -0.4188 -2.0784
C 4.1348 -0.5445 -1.5209
S 3.8638 -1.1244 0.0663
N -1.9925 -1.8324 -1.5218
H -6.6214 1.3843 -2.2800
H -8.4776 0.9399 -0.7022
H -7.9797 0.0395 1.5496
H -5.6378 -0.4115 2.1978
H -4.0777 -2.3629 1.0224
H -2.2966 -2.3068 1.0872
H -5.0709 -3.0771 -1.0178
H -4.8649 -3.4904 -3.4689
H -2.7908 -2.7795 -4.6326
H -0.8800 -1.3393 -4.5761
H 0.0283 -2.4712 -3.5392
H 1.6945 -1.4085 -5.2437
H 3.5949 0.2486 -5.8789
H 6.0466 1.0276 -3.5429
H 6.2591 -0.7565 -1.5968
S -2.3716 -5.5952 1.9538
C -3.0435 -7.0155 2.6372
C -2.9319 -7.0259 3.9917
C -2.2945 -5.8684 4.4970
C -1.9125 -4.9887 3.5206
C -1.2173 -3.7125 3.6213
C -0.5548 -3.1892 2.4854
N -0.0056 -2.0096 2.4231
C -0.0153 -1.2346 3.5207
C -0.5358 -1.6928 4.7500
C -0.4105 -0.8536 5.9029
C 0.1640 0.3681 5.8199
C 0.6410 0.8846 4.5736
C 1.2163 2.1543 4.4353
C 1.6561 2.5817 3.1969
C 1.4771 1.6911 2.1075
N 0.9504 0.5044 2.2130
C 0.5413 0.0805 3.4202
C 2.2910 3.8755 2.9970
C 2.2615 4.9883 3.7956
C 3.0131 6.0654 3.2748
C 3.6088 5.7583 2.0907
S 3.2625 4.1597 1.5899
C -1.1627 -2.9455 4.7731
H -3.4773 -7.7586 1.9898
H -3.2835 -7.8386 4.6091
H -2.1029 -5.7078 5.5477
H -0.4780 -3.7970 1.5872
H -0.7821 -1.2248 6.8507
H 0.2678 0.9866 6.7035
H 1.3267 2.7868 5.3082
H 1.7825 1.9885 1.1072
H 1.6994 5.0479 4.7158
H 3.1018 7.0266 3.7583
H 4.2362 6.3820 1.4770
H -1.6131 -3.2982 5.6937
O 5.3342 -2.0621 -4.4498
C 5.8575 -0.8558 -4.4907
O 6.7119 -0.5682 -5.3042
C 3.8965 0.6094 -3.6605
C 3.6622 2.0676 -3.4782
Cl 3.9600 3.2433 -4.6916
N 2.8187 2.2513 -2.4714
N 2.4400 1.1946 -1.7936
C 3.0684 0.0550 -2.4421
C 2.2430 -2.3759 -2.5647
O 3.3130 -2.8768 -2.9568
O 1.3634 -2.8913 -1.8569
C 2.3464 3.5176 -2.0144
C 1.0413 3.6069 -1.5632
C 0.5696 4.8173 -1.0820
C 1.4002 5.9274 -1.0539
C 2.7071 5.8262 -1.5081
C 3.1910 4.6176 -1.9804
H 4.6032 -2.2330 -3.7771
H 0.4092 2.7348 -1.6041
H -0.4538 4.8840 -0.7386
H 1.0358 6.8735 -0.6748
H 3.3601 6.6890 -1.4840
H 4.2158 4.5222 -2.3074
O -2.0095 2.7280 -1.3719
N -2.9967 2.1850 -0.9932

***

60
Properties=species:S:1:pos:R:3 method="wB97M-V/def2-TZVPD" e_tot_ev=-34400.3358 e_above_lowest_kj_mol=166.5 gap_ev=9.5 max_force_ev_per_a=1.18
C 1.0685 0.1643 3.0275
C 1.9932 1.2956 2.5713
C 1.7035 1.7346 1.1612
C 1.0177 2.9197 0.9395
C 0.7178 3.3323 -0.3449
C 1.1268 2.5773 -1.4273
C 1.8325 1.3933 -1.2513
C 2.3329 0.5896 -2.4202
C 2.5101 1.3790 -3.7126
C 2.0872 0.9684 0.0566
N 2.7583 -0.2612 0.2902
C 2.2822 -1.4612 -0.1033
O 1.2965 -1.5999 -0.8021
C 3.0380 -2.6741 0.4504
O 2.1064 -3.6580 0.8119
N 1.1391 -3.0519 1.6804
C -0.0622 -3.4436 1.4911
N -0.4402 -4.4172 0.6263
C -1.1328 -2.7899 2.3020
C -1.9402 -1.7432 1.5092
O -3.1025 -1.5237 1.7863
N -1.2440 -1.1079 0.5565
C -1.7771 -0.0664 -0.3105
C -2.9064 -0.6022 -1.1942
C -3.4136 0.4932 -2.1256
C -3.9012 1.6924 -1.3194
C -2.7786 2.2254 -0.4352
C -2.2691 1.1340 0.4995
H 1.2518 -0.0626 4.0755
H 1.2243 -0.7443 2.4505
H 0.0290 0.4649 2.9169
H 3.0356 0.9762 2.6687
H 1.8563 2.1521 3.2348
H 0.7104 3.5188 1.7842
H 0.1730 4.2511 -0.5023
H 0.8997 2.9211 -2.4233
H 1.6412 -0.2400 -2.5951
H 3.2929 0.1438 -2.1428
H 1.5526 1.6766 -4.1320
H 3.1109 2.2699 -3.5414
H 3.0168 0.7597 -4.4493
H 3.4594 -0.2481 1.0173
H 3.6657 -2.3922 1.3069
H 3.6564 -3.1259 -0.3299
H 0.2479 -4.6967 -0.0553
H -1.4088 -4.4901 0.3687
H -0.6833 -2.2760 3.1524
H -1.8384 -3.5328 2.6766
H -0.3091 -1.4191 0.3327
H -0.9416 0.2499 -0.9442
H -2.5394 -1.4521 -1.7744
H -3.7165 -0.9477 -0.5507
H -4.2244 0.1040 -2.7447
H -2.6043 0.8071 -2.7898
H -4.2516 2.4776 -1.9929
H -4.7404 1.3867 -0.6915
H -1.9542 2.5736 -1.0623
H -3.1361 3.0735 0.1521
H -1.4486 1.5178 1.1096
H -3.0702 0.8044 1.1616

***

101
Properties=species:S:1:pos:R:3 method="wB97M-V/def2-TZVPD" e_tot_ev=-106397.1198 e_above_lowest_kj_mol=20.1 gap_ev=8.7 max_force_ev_per_a=1.70
O -2.8422 -0.1375 2.3208
C -3.0596 -1.1858 1.8034
F -3.1843 -2.3102 2.5536
N -3.2340 -1.4462 0.4562
C -2.0009 -1.1925 -0.3435
O -2.0008 -0.3347 -1.1695
P -0.4705 -2.2486 -0.1102
H -3.4803 -2.4315 0.3712
H 0.0372 -1.8483 1.1384
H -1.0505 -3.5090 0.1214
C -1.2175 -1.9415 4.9718
N 0.0253 -2.6010 4.5009
O 0.5209 -2.2464 3.4477
O 0.4746 -3.4952 5.1947
H -1.5067 -1.1829 4.2538
H -1.9538 -2.7355 5.0495
H -1.0078 -1.5071 5.9455
C 0.3789 1.2695 -3.1775
N 1.6545 0.6354 -3.6116
O 2.1803 1.0374 -4.6323
O 2.1036 -0.2550 -2.9107
H 0.1162 2.0353 -3.8983
H -0.3779 0.4906 -3.1345
H 0.5468 1.6954 -2.1924
C -2.6620 2.6264 0.6733
N -1.9452 3.2566 -0.4665
O -0.7492 3.0667 -0.5757
O -2.6142 3.9369 -1.2226
H -1.9535 2.0656 1.2670
H -3.1118 3.4247 1.2510
H -3.4222 1.9747 0.2517
C 2.1302 3.7283 -6.7427
N 0.8153 4.2468 -6.2703
O 0.0072 3.4482 -5.8296
O 0.6295 5.4448 -6.3523
H 2.1368 2.6536 -6.6030
H 2.2279 3.9964 -7.7891
H 2.8921 4.2102 -6.1464
C 7.0506 4.8423 -6.7201
N 5.5669 4.7564 -6.6258
O 5.0100 5.4438 -5.7940
O 5.0126 3.9945 -7.3952
H 7.3984 5.5527 -5.9798
H 7.4438 3.8477 -6.5329
H 7.2918 5.1673 -7.7276
C 1.1929 -3.4560 -3.8823
N -0.1627 -3.4217 -3.2769
O -0.4699 -4.3083 -2.5022
O -0.8821 -2.4900 -3.5846
H 1.7147 -4.3292 -3.5095
H 1.0641 -3.4987 -4.9600
H 1.6977 -2.5390 -3.5874
C -1.9426 -6.4066 6.8484
N -2.7955 -5.7780 5.8015
O -2.5719 -4.6170 5.5069
O -3.6648 -6.4656 5.3100
H -1.2170 -5.6775 7.1869
H -2.6092 -6.7102 7.6509
H -1.4555 -7.2655 6.4051
C -3.0802 5.7443 -4.0942
N -4.5458 5.8315 -3.8495
O -5.2592 4.9812 -4.3479
O -4.9384 6.7610 -3.1704
H -2.8873 4.8776 -4.7146
H -2.7822 6.6625 -4.5920
H -2.5908 5.6522 -3.1293
C 3.1004 -4.1521 2.4778
N 2.7955 -4.2191 1.0209
O 1.6336 -4.3612 0.6805
O 3.7345 -4.1334 0.2552
H 2.1735 -4.2422 3.0301
H 3.7808 -4.9670 2.7051
H 3.5772 -3.1941 2.6615
C 2.8866 -4.9627 6.7590
N 4.0592 -5.7188 6.2401
O 4.5287 -5.3762 5.1706
O 4.4669 -6.6407 6.9192
H 2.6365 -4.1858 6.0476
H 2.0673 -5.6686 6.8645
H 3.1643 -4.5463 7.7230
C -3.6794 9.2306 -6.2631
N -2.5518 9.7871 -5.4623
O -2.3854 9.3460 -4.3420
O -1.8790 10.6503 -5.9902
H -4.1887 8.4838 -5.6643
H -4.3407 10.0559 -6.5077
H -3.2545 8.7988 -7.1644
C 1.7662 -8.5211 4.2874
N 1.4046 -7.1857 4.8385
O 1.6839 -6.2031 4.1870
O 0.8496 -7.1699 5.9272
H 2.2481 -8.3732 3.3284
H 2.4346 -8.9942 5.0006
H 0.8468 -9.0902 4.1861
C -1.9640 3.6239 5.4725
N -2.4385 3.7522 4.0674
O -3.6341 3.6801 3.8613
O -1.5884 3.9215 3.2147
H -2.8266 3.4785 6.1119
H -1.2926 2.7714 5.5096
H -1.4354 4.5395 5.7197

***

7
Properties=species:S:1:pos:R:3 method="wB97M-V/def2-TZVPD" e_tot_ev=-9477.3508 e_above_lowest_kj_mol=604.5 gap_ev="10.7 / 7.3" max_force_ev_per_a=2.27
C 0.9523 0.1579 0.3656
N 1.9112 -0.0109 -0.3178
N -1.5879 0.4177 -0.0992
F -2.4621 0.1738 0.8801
F -1.7173 -0.7158 -0.9837
H 0.9215 0.3834 1.3989
H 1.9824 -0.4061 -1.2439